Entry 1:
{
  "formula": "CH6N4",
  "method": "wB97M-V/def2-TZVPD",
  "homo_ev": -8.6075,
  "smiles": "[H]/N=C(/N)NN",
  "max_force_ev_per_a": 4.0,
  "e_tot_ha": -260.667092,
  "e_above_lowest_kcal_mol": 21.8,
  "species": ["H", "N", "C", "N", "N", "N", "H", "H", "H", "H", "H"],
  "positions_angstrom": [[-0.54, 1.69, -0.28], [0.53, 1.46, -0.02], [0.54, 0.14, 0.03], [1.69, -0.58, 0.00], [-0.61, -0.69, -0.09], [-1.93, -0.17, 0.12], [1.71, -1.62, 0.44], [2.55, -0.05, -0.08], [-0.49, -1.70, -0.36], [-1.80, 0.63, 0.83], [-2.34, 0.11, -0.79]]
}

Entry 2:
{
  "formula": "CH6N4",
  "method": "wB97M-V/def2-TZVPD",
  "homo_ev": -9.1327,
  "smiles": "[H]/N=N/C(N)N",
  "max_force_ev_per_a": 1.9,
  "e_tot_ha": -260.675444,
  "e_above_lowest_kcal_mol": 16.6,
  "species": ["H", "N", "N", "C", "N", "N", "H", "H", "H", "H", "H"],
  "positions_angstrom": [[0.44, -2.46, -1.11], [-0.04, -1.72, -0.59], [0.41, -0.61, -0.93], [-0.15, 0.54, -0.22], [0.94, 1.22, 0.44], [-1.19, 0.28, 0.73], [-0.53, 1.20, -1.01], [1.30, 0.66, 1.22], [1.70, 1.39, -0.22], [-0.88, -0.41, 1.42], [-2.02, -0.09, 0.27]]
}

Entry 3:
{
  "formula": "CH6N4",
  "method": "wB97M-V/def2-TZVPD",
  "homo_ev": -8.1929,
  "smiles": "N/N=C/NN",
  "max_force_ev_per_a": 2.4,
  "e_tot_ha": -260.636217,
  "e_above_lowest_kcal_mol": 41.2,
  "species": ["N", "N", "C", "N", "N", "H", "H", "H", "H", "H", "H"],
  "positions_angstrom": [[0.93, -1.77, 1.07], [0.62, -0.52, 0.52], [-0.26, -0.40, -0.38], [-0.70, 0.81, -0.92], [-0.12, 1.88, -0.19], [1.00, -2.53, 0.33], [1.93, -1.68, 1.40], [-0.85, -1.26, -0.78], [-1.72, 0.77, -1.09], [-0.35, 2.76, -0.71], [-0.48, 1.94, 0.77]]
}

Entry 4:
{
  "formula": "CH6N4O",
  "method": "wB97M-V/def2-TZVPD",
  "homo_ev": -9.7474,
  "smiles": "NNC(=O)NN",
  "max_force_ev_per_a": 2.7,
  "e_tot_ha": -335.907292,
  "e_above_lowest_kcal_mol": 56.0,
  "species": ["N", "N", "C", "O", "N", "N", "H", "H", "H", "H", "H", "H"],
  "positions_angstrom": [[1.20, -1.28, -0.49], [1.07, 0.20, -0.57], [0.35, 1.13, 0.21], [0.72, 2.26, 0.55], [-0.90, 0.72, 0.69], [-1.66, -0.41, 0.25], [1.23, -1.54, 0.50], [0.31, -1.67, -0.93], [1.96, 0.61, -0.92], [-1.41, 1.54, 0.94], [-1.11, -1.20, 0.54], [-1.75, -0.37, -0.77]]
}

Entry 5:
{
  "formula": "CH6N4O",
  "method": "wB97M-V/def2-TZVPD",
  "homo_ev": -9.7708,
  "smiles": "NNC(=O)NN",
  "max_force_ev_per_a": 5.1,
  "e_tot_ha": -335.838462,
  "e_above_lowest_kcal_mol": 99.2,
  "species": ["N", "N", "C", "O", "N", "N", "H", "H", "H", "H", "H", "H"],
  "positions_angstrom": [[-2.16, -0.61, 0.17], [-0.76, -0.53, -0.43], [0.03, 0.64, -0.15], [-0.47, 1.73, 0.10], [1.42, 0.35, -0.10], [1.96, -0.94, 0.18], [-2.69, -1.32, -0.40], [-2.26, -1.13, 1.14], [-0.30, -1.40, -0.04], [1.98, 1.19, 0.60], [1.43, -1.57, 0.95], [2.18, -1.31, -0.87]]
}

Entry 6:
{
  "formula": "CH6N4O2",
  "method": "wB97M-V/def2-TZVPD",
  "homo_ev": -8.7743,
  "smiles": "N/C(O)=N/NNO",
  "max_force_ev_per_a": 3.8,
  "e_tot_ha": -411.084166,
  "e_above_lowest_kcal_mol": 65.5,
  "species": ["N", "C", "O", "N", "N", "N", "O", "H", "H", "H", "H", "H", "H"],
  "positions_angstrom": [[1.56, -1.82, 0.09], [0.42, -1.11, 0.30], [-0.57, -1.86, 0.74], [0.36, 0.13, -0.06], [-1.08, 0.62, -0.19], [-1.14, 1.95, 0.00], [-0.22, 2.84, -0.72], [2.40, -1.41, -0.21], [1.61, -2.74, 0.63], [-1.37, -1.38, 0.49], [-1.37, 0.36, -1.24], [-1.09, 2.20, 1.06], [0.50, 2.21, -0.89]]
}

Entry 7:
{
  "formula": "CH6N5S",
  "method": "wB97M-V/def2-TZVPD",
  "homo_ev": [-13.0925, -13.0934],
  "max_force_ev_per_a": 4.4,
  "e_tot_ha": -713.200263,
  "total_charge": 1,
  "e_above_lowest_kcal_mol": 69.9,
  "species": ["C", "N", "N", "N", "N", "N", "S", "H", "H", "H", "H", "H", "H"],
  "positions_angstrom": [[-1.11, -0.61, -1.67], [-0.93, -1.69, -1.06], [-0.74, -1.79, 0.22], [0.05, -1.06, 0.93], [0.61, 0.00, 0.39], [1.41, 0.93, 1.20], [-1.28, 1.11, -1.13], [-1.25, -0.78, -2.72], [0.04, -1.24, 1.90], [0.85, 1.35, 1.98], [1.80, 1.81, 0.61], [2.14, 0.41, 1.68], [-1.60, 1.55, -2.34]]
}

Entry 8:
{
  "formula": "CH6N6O2",
  "method": "wB97M-V/def2-TZVPD",
  "homo_ev": [-10.0403, -10.0408],
  "max_force_ev_per_a": 5.4,
  "e_tot_ha": -520.426330,
  "e_above_lowest_kcal_mol": 109.3,
  "species": ["C", "N", "N", "N", "N", "N", "N", "O", "O", "H", "H", "H", "H", "H", "H"],
  "positions_angstrom": [[-0.70, -0.11, 0.93], [-2.72, -0.96, -0.23], [-0.13, 0.87, 0.14], [-1.02, -2.38, 0.19], [-1.40, -1.22, 0.27], [-3.41, 0.21, -0.13], [0.94, 0.55, -0.68], [-2.92, 1.29, 0.26], [-4.41, 0.15, -0.77], [0.06, -0.70, 1.48], [-1.43, 0.42, 1.64], [-0.93, 1.24, -0.41], [-0.24, -2.54, 0.87], [0.88, -0.29, -1.14], [1.78, 0.80, -0.19]]
}